This record from the Open Molecules 2025 dataset describes a structure of composition C34H38GeNO2PdSSeTe in a non-equilibrium geometry. The level of theory is wB97M-V/def2-TZVPD.

Calculated values
Strongest force on any atom ... 1.22 eV/A
Expectation value of S² ... 6.0308
ΔE to the lowest compared entry with this formula, charge and spin ... 11.2 kcal/mol
2S+1 ... 5
Gap between HOMO and LUMO (spin up / spin down) ... 7.582 / 4.536 eV
HOMO (spin up / spin down) ... -0.36698 / -0.36227 hartree
Net charge ... +1
Electronic energy ... -184921.421 eV

XYZ file:
```
80
Properties=species:S:1:pos:R:3:forces:R:3:mulliken_spin:R:1
Pd 0.782086 1.189809 -0.967682 0.431 -0.245 -0.074 1.16
C -3.314769 -4.691039 -0.325830 0.024 0.087 0.075 0.00
C -2.432726 -3.509703 -0.629136 -0.020 0.001 0.091 0.04
C -2.277475 -3.032818 -1.928045 0.007 0.104 0.057 -0.02
C -1.440817 -1.970537 -2.242104 0.558 0.525 0.295 0.02
C -1.481098 -1.286665 -3.569594 -0.045 -0.275 0.024 0.01
O -0.842601 -0.281301 -3.817617 -0.073 -0.061 0.061 0.00
C -2.393223 -1.857837 -4.622425 -0.063 -0.011 -0.078 0.00
C -1.851441 -2.148070 -5.870966 0.038 0.005 0.018 0.00
C -2.651960 -2.656136 -6.882164 0.031 -0.003 -0.079 0.00
C -4.008629 -2.848977 -6.670911 -0.013 0.001 0.055 0.00
C -4.558900 -2.549146 -5.433381 -0.050 0.008 -0.009 0.00
C -3.755891 -2.066822 -4.411434 0.033 0.069 -0.037 0.00
C -0.548593 -1.462689 -1.219908 -0.925 -0.751 0.260 0.01
O 0.524710 -0.843425 -1.521590 0.553 0.834 -0.546 0.17
C -0.877430 -1.799816 0.140606 0.206 0.308 -0.425 -0.01
C -1.784260 -2.829047 0.388521 -0.090 -0.093 -0.016 -0.03
C -0.230055 -1.093917 1.236687 0.184 -0.289 -0.079 0.03
N 0.545527 -0.084807 1.031000 -0.208 0.520 -0.140 0.14
C 1.148445 0.629296 2.141115 -0.073 -0.031 0.034 0.00
C 0.317701 1.850080 2.520287 0.085 0.063 -0.263 0.00
Te -0.182473 3.072391 0.795397 -0.326 -0.183 0.278 0.41
C -2.005130 2.102360 0.262147 0.194 0.301 0.101 0.05
C -2.277122 1.836089 -1.074518 0.086 0.112 -0.049 0.01
C -3.486492 1.251383 -1.420168 -0.052 -0.060 -0.053 0.01
C -4.409407 0.921138 -0.441718 -0.041 0.007 0.004 0.01
C -4.146671 1.221765 0.888290 -0.004 0.002 0.044 0.00
C -2.953026 1.832036 1.241202 0.119 -0.054 0.109 -0.04
C -0.492589 -1.588590 2.626979 0.000 0.041 0.088 0.00
C -1.630090 -1.164466 3.307135 0.099 -0.058 -0.025 0.00
C -1.870057 -1.603344 4.601208 -0.016 0.046 0.062 0.00
C -0.978376 -2.466726 5.221191 -0.059 -0.015 -0.016 0.00
C 0.147258 -2.902934 4.538295 0.101 -0.007 0.000 0.00
C 0.392468 -2.465794 3.244932 -0.033 0.003 -0.110 -0.01
H -3.752953 -5.098423 -1.235120 0.003 -0.025 0.001 0.00
H -4.127886 -4.413134 0.347856 -0.005 -0.029 -0.013 0.00
H -2.739602 -5.479120 0.162414 -0.050 -0.053 -0.030 0.00
H -2.852437 -3.498783 -2.716726 0.051 -0.028 0.010 0.00
H -0.795302 -1.984089 -6.043795 -0.007 0.031 0.020 0.00
H -2.216163 -2.899830 -7.842457 0.008 0.028 0.007 0.00
H -4.637139 -3.229226 -7.465135 0.016 -0.018 -0.003 0.00
H -5.617220 -2.695615 -5.258957 0.006 0.012 -0.012 0.00
H -4.201938 -1.849620 -3.449336 0.014 0.079 0.024 0.00
H -1.973037 -3.123604 1.414099 -0.006 -0.011 0.005 0.00
H 2.143537 0.943685 1.821668 0.046 -0.023 0.094 0.00
H 1.267482 -0.000788 3.026531 0.018 0.053 0.001 0.00
H 0.860257 2.496067 3.210763 -0.045 0.060 -0.029 -0.01
H -0.622288 1.554896 2.984496 -0.055 0.034 -0.059 0.01
H -1.590879 2.112457 -1.868443 0.024 -0.057 0.040 -0.01
H -3.704528 1.086264 -2.465532 -0.001 -0.121 -0.054 0.00
H -5.349948 0.458317 -0.711406 0.024 0.017 -0.021 0.00
H -4.886122 1.006242 1.648976 0.022 -0.004 0.004 0.00
H -2.767730 2.112348 2.271501 -0.051 -0.065 0.021 -0.02
H -2.336281 -0.515717 2.807514 -0.068 0.089 -0.032 0.00
H -2.754484 -1.268929 5.128395 -0.004 -0.021 -0.019 0.00
H -1.170768 -2.811191 6.228455 0.016 0.008 0.001 0.00
H 0.842571 -3.582412 5.013600 -0.022 -0.012 -0.003 0.00
H 1.263636 -2.810892 2.700605 0.022 -0.012 0.042 0.00
C 4.998943 1.625527 3.087503 0.075 0.244 -0.148 0.00
Ge 5.243253 3.138183 1.855200 -0.075 0.020 -0.019 0.00
C 6.835973 2.855916 0.741344 -0.245 0.068 0.150 0.01
C 5.291069 4.889184 2.747173 0.043 -0.314 -0.099 0.00
C 3.575287 3.156822 0.725086 0.296 0.088 0.039 0.02
Se 3.514203 1.709426 -0.574816 -0.315 -0.229 0.234 0.36
C 4.334233 2.697704 -2.029498 -0.145 -0.027 -0.083 0.01
H 5.905494 1.480711 3.674802 -0.014 -0.024 0.012 0.00
H 4.808374 0.709581 2.526443 0.003 -0.010 0.003 0.00
H 4.172244 1.800315 3.776777 -0.013 0.010 -0.014 0.00
H 7.689832 2.692184 1.398985 0.009 -0.013 -0.017 0.00
H 7.050719 3.728131 0.124301 -0.016 -0.008 -0.022 0.00
H 6.725802 1.977343 0.105416 0.017 -0.010 0.002 0.00
H 6.166690 4.945905 3.393690 -0.013 0.017 0.013 0.00
H 4.402330 5.052030 3.355931 -0.007 -0.011 -0.002 0.00
H 5.361730 5.685264 2.006430 -0.007 -0.001 -0.004 0.00
H 3.454342 4.093649 0.180348 -0.029 -0.012 -0.013 -0.01
H 2.727111 3.048270 1.400698 0.001 -0.056 -0.022 -0.01
H 5.327219 2.998695 -1.704858 -0.004 -0.030 0.036 0.01
H 3.728451 3.567396 -2.271368 0.024 0.018 0.012 -0.01
H 4.402013 2.037032 -2.889498 -0.003 -0.024 0.017 0.00
S 1.027020 2.900089 -2.475853 -0.199 -0.534 0.276 1.67
```
Forces are in eV/Å.